A 15-piece molecular cluster, C50H71ClN17O4PS overall at a distorted geometry, computed with ωB97M-V/def2-TZVPD.

The total charge is 0. The value obtained for the HOMO-LUMO gap is 8.505 eV.

Bonds (Å) are listed after each position.
Geometry (Å):
1 C -1.799 2.175 -5.928  C2 1.573, H33 1.124, H34 1.124, H35 1.124
2 C -2.132 2.490 -4.424  C1 1.573, C3 1.599, H36 1.127, H37 1.143
3 C -0.837 2.869 -3.566  C2 1.599, C4 1.606, H38 1.129, H39 1.123
4 C -1.372 3.564 -2.220  C3 1.606, C5 1.593, C6 1.553, H40 1.127
5 C -1.850 5.064 -2.460  C4 1.593, H41 1.114, H42 1.126, H43 1.127
6 C -0.399 3.372 -1.024  C4 1.553, C7 1.479, C24 1.478
7 C -0.688 2.241 -0.116  C6 1.479, C8 1.475, H44 1.112
8 C 0.189 1.931 1.029  C7 1.475, C9 1.553, C22 1.452
9 C -0.066 0.722 1.970  C8 1.553, C10 1.573, H45 1.119, H46 1.129
10 C -0.174 1.062 3.502  C9 1.573, C11 1.587, H47 1.130, H48 1.114
11 C 0.350 -0.162 4.365  C10 1.587, C12 1.574, H49 1.128, H50 1.125
12 C 1.846 -0.561 4.083  C11 1.574, C13 1.571, H51 1.127, H52 1.126
13 C 2.105 -2.108 3.993  C12 1.571, C14 1.603, H53 1.124, H54 1.127
14 C 3.685 -2.293 3.801  C13 1.603, C15 1.576, H55 1.127, H56 1.123
15 C 4.207 -3.720 4.218  C14 1.576, S16 1.852, H57 1.126, H58 1.116
16 S 4.074 -4.817 2.732  C15 1.852, C17 1.804
17 C 5.601 -5.777 2.778  S16 1.804, N18 1.345, O21 1.376
18 N 6.754 -5.540 3.428  C17 1.345, N19 1.364
19 N 7.560 -6.598 3.127  N18 1.364, C20 1.341
20 C 6.880 -7.422 2.315  N19 1.341, O21 1.394, H59 1.106
21 O 5.592 -6.954 2.065  C17 1.376, C20 1.394
22 C 1.326 2.815 1.212  C8 1.452, C23 1.480, C31 1.544
23 C 1.674 3.964 0.347  C22 1.480, C24 1.452, C26 1.548
24 C 0.788 4.216 -0.776  C6 1.478, C23 1.452, Cl25 1.792
25 Cl 1.225 5.568 -1.869  C24 1.792
26 C 2.972 4.667 0.813  C23 1.548, O27 1.198, N28 1.440
27 O 3.487 5.686 0.452  C26 1.198
28 N 3.484 3.766 1.814  C26 1.440, P29 1.738, C31 1.440
29 P 5.069 3.101 1.559  N28 1.738, O30 1.504, H60 1.427, H61 1.417
30 O 4.998 2.213 0.347  P29 1.504
31 C 2.457 2.861 2.263  C22 1.544, N28 1.440, O32 1.206
32 O 2.604 2.344 3.343  C31 1.206
33 H -1.282 3.020 -6.459  C1 1.124
34 H -1.169 1.249 -6.011  C1 1.124
35 H -2.746 1.983 -6.501  C1 1.124
36 H -2.668 1.627 -3.935  C2 1.127
37 H -2.833 3.393 -4.435  C2 1.143
38 H -0.205 1.957 -3.358  C3 1.129
39 H -0.242 3.577 -4.202  C3 1.123
40 H -2.301 2.982 -1.959  C4 1.127
41 H -2.938 5.125 -2.693  C5 1.114
42 H -1.589 5.636 -1.525  C5 1.126
43 H -1.238 5.445 -3.325  C5 1.127
44 H -1.587 1.614 -0.303  C7 1.112
45 H 0.679 -0.074 1.716  C9 1.119
46 H -1.071 0.306 1.668  C9 1.129
47 H -1.277 1.129 3.735  C10 1.130
48 H 0.262 2.041 3.807  C10 1.114
49 H 0.277 0.107 5.458  C11 1.128
50 H -0.344 -1.036 4.226  C11 1.125
51 H 2.239 -0.115 3.126  C12 1.127
52 H 2.528 -0.159 4.884  C12 1.126
53 H 1.824 -2.674 4.922  C13 1.124
54 H 1.652 -2.586 3.079  C13 1.127
55 H 3.929 -2.041 2.730  C14 1.127
56 H 4.153 -1.482 4.421  C14 1.123
57 H 5.285 -3.605 4.521  C15 1.126
58 H 3.620 -4.099 5.088  C15 1.116
59 H 7.359 -8.341 1.930  C20 1.106
60 H 5.378 2.266 2.675  P29 1.427
61 H 6.079 4.094 1.502  P29 1.417
62 C -6.201 3.274 -6.161  C63 1.482, H65 1.090, H66 1.089, H67 1.090
63 C -5.661 3.873 -4.918  C62 1.482, N64 1.158
64 N -5.246 4.342 -3.943  C63 1.158
65 H -7.201 3.661 -6.353  C62 1.090
66 H -5.560 3.508 -7.010  C62 1.089
67 H -6.255 2.192 -6.046  C62 1.090
68 C -8.646 3.852 -9.421  C69 1.482, H71 1.089, H72 1.090, H73 1.090
69 C -7.382 3.080 -9.462  C68 1.482, N70 1.155
70 N -6.399 2.476 -9.511  C69 1.155
71 H -9.117 3.844 -10.403  C68 1.089
72 H -9.328 3.408 -8.696  C68 1.090
73 H -8.441 4.883 -9.132  C68 1.090
74 C 8.192 4.783 -0.788  C75 1.482, H77 1.089, H78 1.090, H79 1.090
75 C 9.543 4.931 -0.199  C74 1.482, N76 1.148
76 N 10.590 5.045 0.257  C75 1.148
77 H 8.146 5.300 -1.746  C74 1.089
78 H 7.967 3.727 -0.943  C74 1.090
79 H 7.447 5.211 -0.118  C74 1.090
80 C -6.443 1.747 -1.776  C81 1.480, H83 1.090, H84 1.090, H85 1.089
81 C -5.087 1.860 -1.194  C80 1.480, N82 1.148
82 N -4.035 1.949 -0.742  C81 1.148
83 H -6.481 2.282 -2.724  C80 1.090
84 H -6.686 0.698 -1.945  C80 1.090
85 H -7.175 2.176 -1.093  C80 1.089
86 C 3.345 6.927 4.594  C87 1.480, H89 1.090, H90 1.090, H91 1.089
87 C 4.227 5.821 4.159  C86 1.480, N88 1.146
88 N 4.910 4.966 3.819  C87 1.146
89 H 3.254 7.663 3.795  C86 1.090
90 H 2.356 6.537 4.833  C86 1.090
91 H 3.763 7.408 5.477  C86 1.089
92 C -1.124 -2.105 -5.271  C93 1.480, H95 1.091, H96 1.089, H97 1.089
93 C -0.659 -1.070 -4.321  C92 1.480, N94 1.149
94 N -0.295 -0.266 -3.585  C93 1.149
95 H -1.460 -1.636 -6.197  C92 1.091
96 H -0.310 -2.792 -5.494  C92 1.089
97 H -1.951 -2.664 -4.835  C92 1.089
98 C -0.617 8.532 -2.809  C99 1.482, H101 1.089, H102 1.089, H103 1.090
99 C -1.862 8.363 -3.594  C98 1.482, N100 1.148
100 N -2.827 8.233 -4.202  C99 1.148
101 H -0.788 8.240 -1.773  C98 1.089
102 H 0.172 7.909 -3.227  C98 1.089
103 H -0.300 9.575 -2.838  C98 1.090
104 C 0.673 -7.654 3.320  C105 1.479, H107 1.090, H108 1.090, H109 1.090
105 C 0.627 -6.188 3.505  C104 1.479, N106 1.153
106 N 0.580 -5.045 3.654  C105 1.153
107 H 0.836 -7.890 2.268  C104 1.090
108 H 1.487 -8.077 3.909  C104 1.090
109 H -0.268 -8.099 3.642  C104 1.090
110 C -5.541 0.104 2.170  C111 1.484, H113 1.088, H114 1.083, H115 1.090
111 C -6.763 0.014 1.332  C110 1.484, N112 1.149
112 N -7.708 -0.054 0.683  C111 1.149
113 H -5.764 -0.216 3.186  C110 1.088
114 H -4.766 -0.530 1.759  C110 1.083
115 H -5.184 1.134 2.191  C110 1.090
116 C 2.558 -4.183 -3.644  C117 1.482, H119 1.090, H120 1.088, H121 1.089
117 C 1.327 -4.380 -4.446  C116 1.482, N118 1.150
118 N 0.372 -4.529 -5.069  C117 1.150
119 H 2.374 -4.472 -2.609  C116 1.090
120 H 3.364 -4.794 -4.046  C116 1.088
121 H 2.856 -3.136 -3.674  C116 1.089
122 C -3.921 -7.232 4.618  C123 1.484, H125 1.090, H126 1.090, H127 1.090
123 C -3.070 -8.374 4.203  C122 1.484, N124 1.148
124 N -2.419 -9.262 3.876  C123 1.148
125 H -3.954 -6.487 3.823  C122 1.090
126 H -4.933 -7.581 4.821  C122 1.090
127 H -3.515 -6.774 5.520  C122 1.090
128 C 5.599 -6.911 -2.689  C129 1.481, H131 1.090, H132 1.090, H133 1.089
129 C 5.448 -5.637 -3.430  C128 1.481, N130 1.149
130 N 5.331 -4.650 -4.005  C129 1.149
131 H 5.977 -6.712 -1.686  C128 1.090
132 H 4.633 -7.411 -2.613  C128 1.090
133 H 6.298 -7.562 -3.212  C128 1.089
134 C -3.188 -3.639 2.925  C135 1.481, H137 1.090, H138 1.091, H139 1.090
135 C -3.269 -2.177 3.145  C134 1.481, N136 1.148
136 N -3.330 -1.043 3.315  C135 1.148
137 H -3.017 -3.846 1.869  C134 1.090
138 H -2.365 -4.056 3.508  C134 1.091
139 H -4.121 -4.111 3.235  C134 1.090
140 C -0.650 -4.931 6.981  C141 1.484, H143 1.089, H144 1.090, H145 1.090
141 C -1.193 -6.302 7.147  C140 1.484, N142 1.149
142 N -1.614 -7.363 7.275  C141 1.149
143 H 0.439 -4.956 7.006  C140 1.089
144 H -0.972 -4.513 6.028  C140 1.090
145 H -1.010 -4.294 7.789  C140 1.090

Results of the Mulliken charge analysis, in e, for atoms 1 through 6: number 1, C, carries -1.24; number 2, C, carries 0.16; number 3, C, carries -0.57; number 4, C, carries 2.16; number 5, C, carries -1.48; number 6, C, carries -0.65